# 1
Formula: C19H28N5PdS2
Source: the Open Molecules 2025 dataset
Level of theory: ωB97M-V/def2-TZVPD

```
55
Properties=species:S:1:pos:R:3
Pd -0.62 -0.60 -0.80
C -2.98 -0.70 -2.66
N -2.58 0.15 -1.49
C -3.44 -0.01 -0.29
C -2.30 1.50 -1.82
C -3.36 2.40 -1.90
C -3.08 3.68 -2.24
C -1.80 4.16 -2.37
C -0.69 3.32 -2.25
C -0.89 2.03 -1.76
N 0.13 1.24 -1.28
C 1.34 1.64 -0.66
C 1.29 2.79 0.18
C 2.43 3.09 0.97
C 3.55 2.27 0.94
C 3.63 1.16 0.16
C 2.55 0.76 -0.68
N 2.60 -0.46 -1.29
C 2.31 -0.66 -2.70
C 3.39 -1.51 -0.69
H -3.97 -0.41 -3.07
H -3.05 -1.72 -2.29
H -2.24 -0.59 -3.48
H -4.49 0.27 -0.45
H -3.06 0.59 0.55
H -3.34 -1.07 0.02
H -4.39 2.02 -1.79
H -3.91 4.33 -2.52
H -1.61 5.17 -2.63
H 0.32 3.60 -2.47
H 0.52 3.55 0.06
H 2.42 3.94 1.64
H 4.40 2.51 1.51
H 4.51 0.51 0.24
H 3.22 -0.81 -3.28
H 1.75 0.22 -2.98
H 1.62 -1.51 -2.83
H 4.42 -1.49 -1.08
H 2.95 -2.47 -0.98
H 3.34 -1.53 0.37
C -1.91 -2.92 4.06
N -1.43 -3.01 2.68
C -0.18 -3.07 2.31
S 0.28 -2.80 0.61
N 0.83 -3.51 3.16
C 1.72 -2.50 3.91
H -3.00 -3.25 4.11
H -1.78 -1.89 4.40
H -1.28 -3.59 4.66
H -2.16 -3.10 1.94
H 1.51 -3.98 2.49
H 1.24 -2.26 4.89
H 1.90 -1.57 3.32
H 2.67 -3.05 4.14
S 0.69 -0.89 1.41
```

Properties
Orbital gap (alpha / beta) in eV: 4.1666 / 5.9114
⟨S²⟩: 2.02
Strongest force on any atom in eV/Å: 5.6
Spin multiplicity: 3
HOMO (alpha / beta) in hartree: -0.04771 / -0.11326
E_LUMO (alpha / beta) in eV: 2.87 / 2.83
Net charge: -1

# 2
Formula: C2H5NOS
Source: the Open Molecules 2025 dataset
Level of theory: ωB97M-V/def2-TZVPD

```
10
Properties=species:S:1:pos:R:3
C 0.30 0.32 0.19
C 1.16 0.72 -0.90
N -1.68 -0.95 -0.30
O -0.78 -0.53 2.38
S 0.37 0.31 1.89
H 1.26 1.79 -1.15
H 2.23 0.57 -0.81
H 0.78 0.21 -1.80
H -1.26 -1.89 0.11
H -2.39 -0.55 0.38
```

Properties
Orbital gap (alpha / beta) in eV: 7.9660 / 7.9641
Strongest force on any atom in eV/Å: 4.2
Energy above the lowest of the compared OMol25 structures with the same formula, charge and spin in kcal per mole: 144.1
Spin multiplicity: 1
HOMO (alpha / beta) in hartree: -0.33617 / -0.33615
E_LUMO (alpha / beta) in eV: -1.18 / -1.18
Net charge: 0

# 3
Formula: C4H14NO2
Source: the Open Molecules 2025 dataset
Level of theory: ωB97M-V/def2-TZVPD

```
21
Properties=species:S:1:pos:R:3
C -2.51 -0.22 -0.53
C -1.32 0.44 0.22
C -0.09 0.41 -0.63
C 1.78 -0.71 0.64
N 1.08 0.28 0.34
H -3.40 -0.18 0.12
H -2.76 0.31 -1.48
H -2.30 -1.25 -0.70
H -1.71 1.42 0.70
H -1.05 -0.25 0.99
H -0.04 -0.54 -1.18
H 0.18 1.22 -1.29
H 1.71 -1.67 0.14
H 2.66 -0.47 1.35
H 1.15 1.14 1.08
H 1.23 3.39 1.67
H 0.63 2.64 2.93
O 0.76 2.61 1.96
H 0.60 -3.07 -1.89
H 1.98 -2.92 -2.58
O 1.42 -2.58 -1.86
```

Properties
Orbital gap in eV: 11.5001
Strongest force on any atom in eV/Å: 3.6
Energy above the lowest of the compared OMol25 structures with the same formula, charge and spin in kcal per mole: 41.3
Spin multiplicity: 1
HOMO in hartree: -0.56357
E_LUMO in eV: -3.84
Net charge: +1

# 4
Formula: C23H49N2O2P2Sn
Source: the Open Molecules 2025 dataset
Level of theory: ωB97M-V/def2-TZVPD

```
79
Properties=species:S:1:pos:R:3
Sn -0.60 0.01 -0.50
P 0.17 -2.47 -0.35
P 0.17 2.46 -0.03
N 2.03 0.07 -1.30
C 1.83 -2.45 -1.12
H 2.37 -3.36 -0.78
H 1.67 -2.58 -2.20
C 2.68 -1.18 -0.88
H 3.15 -1.25 0.12
H 3.50 -1.22 -1.61
C 2.69 1.26 -0.73
H 3.49 1.39 -1.47
H 3.17 1.20 0.27
C 1.82 2.55 -0.81
H 1.66 2.81 -1.87
H 2.37 3.41 -0.36
C 0.36 3.36 1.58
C -0.83 3.13 2.52
H -0.58 3.49 3.52
H -1.09 2.06 2.61
H -1.72 3.68 2.20
C -1.01 3.47 -1.13
C -2.41 3.61 -0.49
H -3.11 3.93 -1.28
H -2.42 4.38 0.30
H -2.78 2.66 -0.07
C -1.00 -3.31 -1.58
C -2.41 -3.54 -0.98
H -3.10 -3.76 -1.81
H -2.80 -2.65 -0.45
H -2.43 -4.40 -0.30
C 0.34 -3.58 1.13
C -0.88 -3.50 2.06
H -0.61 -3.95 3.03
H -1.73 -4.07 1.67
H -1.20 -2.47 2.25
C -2.56 0.06 1.18
C -0.46 4.82 -1.61
H -0.38 5.55 -0.79
H 0.51 4.72 -2.12
H -1.18 5.24 -2.34
C -0.46 -4.59 -2.23
H -1.18 -4.91 -3.00
H 0.51 -4.43 -2.72
H -0.38 -5.42 -1.51
C 0.71 -5.04 0.84
H 1.04 -5.51 1.78
H -0.14 -5.63 0.48
H 1.54 -5.14 0.13
C 0.69 4.85 1.49
H -0.18 5.46 1.22
H 1.02 5.21 2.47
H 1.51 5.07 0.79
H 1.24 2.85 2.01
H 1.20 -3.11 1.65
H -1.10 2.80 -2.01
H -1.09 -2.53 -2.36
O -3.58 -0.08 1.71
H 2.36 0.14 -2.26
H -2.07 0.04 -1.40
O 0.89 -0.14 1.93
C 0.86 -0.23 3.19
C 2.09 -0.27 4.04
C 2.27 0.94 4.95
C 1.47 0.85 6.23
C -0.04 0.81 6.03
C -0.53 -0.39 5.24
N -0.34 -0.25 3.81
H 2.07 -1.19 4.62
H 2.94 -0.37 3.35
H 3.33 1.04 5.17
H 2.01 1.85 4.39
H 1.79 -0.04 6.78
H 1.73 1.71 6.85
H -0.51 0.79 7.02
H -0.38 1.73 5.57
H -0.04 -1.30 5.61
H -1.59 -0.53 5.44
H -1.16 -0.33 3.19
```

Properties
Orbital gap (alpha / beta) in eV: 5.2227 / 5.1419
Strongest force on any atom in eV/Å: 3.1
Spin multiplicity: 1
HOMO (alpha / beta) in hartree: -0.27675 / -0.27597
E_LUMO (alpha / beta) in eV: -2.31 / -2.37
Net charge: +1

# 5
Formula: C25H74N4O13
Source: the Open Molecules 2025 dataset
Level of theory: ωB97M-V/def2-TZVPD

```
116
Properties=species:S:1:pos:R:3
C 0.02 -3.82 -0.30
O -0.73 -4.98 0.03
C -2.10 -4.80 0.42
C -2.25 -4.35 1.86
C -1.37 -5.11 2.85
N -3.62 -4.39 2.33
H 0.01 -2.99 0.41
H -0.25 -3.36 -1.25
H 1.07 -4.10 -0.32
H -2.59 -4.12 -0.27
H -2.48 -5.82 0.32
H -1.90 -3.31 1.90
H -0.33 -4.90 2.59
H -1.46 -6.19 2.73
H -1.44 -4.76 3.88
H -3.62 -5.39 2.51
H -4.25 -4.37 1.54
C 7.70 2.74 -2.78
O 7.02 1.92 -1.88
C 5.73 1.32 -2.33
C 4.89 0.60 -1.18
C 5.57 -0.61 -0.51
N 3.58 0.26 -1.64
H 8.54 3.21 -2.26
H 6.98 3.41 -3.24
H 8.17 2.07 -3.50
H 5.10 2.09 -2.78
H 5.96 0.65 -3.16
H 4.74 1.31 -0.37
H 5.65 -1.37 -1.29
H 4.89 -0.95 0.28
H 6.59 -0.43 -0.19
H 2.98 0.23 -0.83
H 3.16 0.99 -2.20
C -1.16 1.24 -8.25
O -0.60 1.53 -6.95
C -0.48 0.40 -6.13
C 0.30 0.75 -4.83
C 0.30 -0.37 -3.82
N -0.19 1.95 -4.11
H -1.26 2.23 -8.71
H -2.12 0.75 -8.07
H -0.47 0.83 -8.97
H -1.49 0.16 -5.82
H -0.04 -0.48 -6.61
H 1.33 1.00 -5.11
H 0.55 -1.36 -4.19
H -0.58 -0.44 -3.18
H 1.02 -0.06 -3.06
H -0.44 2.61 -4.83
H -1.08 1.68 -3.72
C -0.59 0.62 5.63
O -0.49 -0.69 5.01
C -1.38 -1.00 3.91
C -2.86 -1.19 4.31
C -2.96 -2.39 5.21
N -3.55 -1.55 3.11
H -0.39 1.44 4.94
H 0.20 0.72 6.37
H -1.55 0.75 6.13
H -1.34 -0.23 3.13
H -1.04 -1.91 3.43
H -3.33 -0.31 4.76
H -2.31 -2.29 6.08
H -2.72 -3.27 4.61
H -3.98 -2.56 5.55
H -3.30 -2.47 2.77
H -4.50 -1.68 3.43
O -3.39 -0.41 0.71
C -3.91 -1.34 -0.26
C -5.42 -0.95 -0.56
O -6.15 -1.88 -1.43
H -3.54 -0.70 1.61
H -3.23 -1.34 -1.12
H -3.81 -2.35 0.14
H -5.56 0.05 -0.95
H -5.90 -1.00 0.42
H -6.06 -1.57 -2.33
O 2.62 1.29 5.51
C 3.36 0.42 4.71
C 2.83 0.55 3.26
O 1.73 -0.35 3.12
H 2.90 2.20 5.41
H 4.44 0.56 4.71
H 3.24 -0.62 5.00
H 3.52 0.35 2.44
H 2.39 1.52 3.04
H 1.19 -0.35 3.91
O 2.05 2.59 -2.72
C 1.98 3.78 -1.88
C 0.67 3.79 -1.05
O 0.46 5.06 -0.49
H 1.28 2.54 -3.29
H 2.82 3.69 -1.19
H 2.09 4.74 -2.38
H 0.59 3.08 -0.23
H -0.14 3.63 -1.76
H -0.21 4.96 0.19
C -0.85 3.14 2.40
O -1.21 4.26 1.58
H -1.19 3.21 3.43
H -1.14 2.16 2.03
H 0.24 3.21 2.36
H -2.15 4.37 1.74
C -2.80 1.74 -1.73
O -2.55 2.60 -2.78
H -3.84 1.59 -1.45
H -2.25 0.80 -1.85
H -2.35 2.16 -0.82
H -3.02 3.42 -2.65
C 0.24 0.19 0.09
O 1.39 -0.53 0.30
H 0.17 0.58 -0.93
H -0.68 -0.34 0.35
H 0.26 1.10 0.69
H 1.44 -0.71 1.25
```

Properties
Orbital gap in eV: 8.3308
Strongest force on any atom in eV/Å: 3.1
Energy above the lowest of the compared OMol25 structures with the same formula, charge and spin in kcal per mole: 2.1
Spin multiplicity: 1
SMILES string: COC[C@H](C)N.COC[C@H](C)N.COC[C@H](C)N.COC[C@H](C)N.OCCO.OCCO.OCCO.CO.CO.CO
HOMO in hartree: -0.29686
E_LUMO in eV: 0.25
Net charge: 0

# 6
Formula: C17H29F5NO3P2PtTe
Source: the Open Molecules 2025 dataset
Level of theory: ωB97M-V/def2-TZVPD

```
59
Properties=species:S:1:pos:R:3
C -0.70 3.98 -1.69
C -0.71 2.62 -1.36
N 0.14 2.13 -0.41
C 1.02 2.95 0.22
C 1.09 4.32 -0.10
C 0.22 4.84 -1.07
C -1.62 1.64 -2.05
P -1.89 0.12 -1.01
Pt 0.17 0.01 0.00
P 2.13 0.51 1.03
C 1.86 2.34 1.32
C 0.19 -2.03 0.31
C -0.83 -2.69 1.05
C -0.85 -4.09 1.22
C 0.16 -4.89 0.66
C 1.19 -4.26 -0.06
C 1.20 -2.87 -0.23
O -0.56 0.22 -4.70
O 0.64 -1.80 -3.32
H -1.39 4.36 -2.45
H 1.81 4.96 0.41
H 0.25 5.90 -1.33
C -3.35 0.50 0.04
C -2.51 -1.16 -2.17
H 2.79 2.91 1.48
H 1.27 2.38 2.26
H -1.13 1.25 -2.98
H -2.56 2.13 -2.37
C 2.56 -0.15 2.69
C 3.72 0.42 0.10
H -1.62 -2.09 1.51
H -1.66 -4.55 1.79
H 0.15 -5.97 0.79
H 2.00 -4.87 -0.50
H 2.01 -2.41 -0.81
H 0.78 -1.20 -2.52
H 0.37 -2.64 -2.91
H -0.20 -0.62 -4.31
H 0.25 0.71 -4.93
H 0.97 -0.21 -1.48
H -4.24 0.73 -0.56
H -3.55 -0.37 0.69
H -3.09 1.36 0.68
H -3.39 -0.82 -2.73
H -1.69 -1.41 -2.86
H -2.76 -2.06 -1.58
H 4.56 0.88 0.65
H 3.94 -0.64 -0.10
H 3.58 0.93 -0.87
H 3.45 0.33 3.12
H 1.68 -0.02 3.34
H 2.74 -1.24 2.58
F -1.48 -0.68 5.51
Te -1.20 -0.07 3.62
F 0.07 -1.61 3.41
F -2.78 -1.21 3.12
F -2.52 1.43 3.88
F 0.18 1.21 4.30
O -0.90 0.59 1.66
```

Properties
Orbital gap (alpha / beta) in eV: 5.7455 / 5.0187
⟨S²⟩: 6.03
Strongest force on any atom in eV/Å: 3.0
Energy above the lowest of the compared OMol25 structures with the same formula, charge and spin in kcal per mole: 0.0
Spin multiplicity: 5
HOMO (alpha / beta) in hartree: -0.33344 / -0.46173
E_LUMO (alpha / beta) in eV: -3.33 / -7.55
Net charge: +1

# 7
Formula: C7H8
Source: the Open Molecules 2025 dataset
Level of theory: ωB97M-V/def2-TZVPD

```
15
Properties=species:S:1:pos:R:3
C -0.18 0.93 -1.40
C 0.16 -0.10 -0.32
C 1.03 -1.25 -0.81
C 0.60 0.52 0.94
C -0.14 0.68 2.05
C -1.04 -0.52 0.45
C -1.33 -0.08 1.69
H -0.80 1.72 -0.99
H -0.72 0.44 -2.21
H 0.75 1.36 -1.79
H 1.97 -0.85 -1.20
H 1.25 -1.95 0.00
H 0.51 -1.79 -1.61
H 0.15 1.20 2.95
H -2.23 -0.31 2.26
```

Properties
Orbital gap (alpha / beta) in eV: 8.3530 / 8.3066
Strongest force on any atom in eV/Å: 1.5
Energy above the lowest of the compared OMol25 structures with the same formula, charge and spin in kcal per mole: 137.5
Spin multiplicity: 1
HOMO (alpha / beta) in hartree: -0.30782 / -0.30732
E_LUMO (alpha / beta) in eV: -0.02 / -0.06
Net charge: 0

# 8
Formula: C23H25F3N3O2
Source: the Open Molecules 2025 dataset
Level of theory: ωB97M-V/def2-TZVPD

```
56
Properties=species:S:1:pos:R:3
C -1.62 -7.24 1.66
O -1.48 -5.88 2.15
C -0.40 -5.17 1.73
C -0.29 -3.85 2.24
C 0.79 -3.09 1.84
C 1.75 -3.61 0.94
C 1.65 -4.89 0.42
C 0.56 -5.68 0.81
N 2.71 -2.62 0.71
C 3.87 -2.72 -0.15
C 2.39 -1.50 1.43
C 1.19 -1.72 2.14
C 0.46 -0.80 2.92
C 1.03 0.42 3.36
C 2.39 0.69 3.63
N 2.54 2.02 3.92
C 3.81 2.64 4.23
C 1.30 2.67 3.84
C 0.33 1.69 3.49
C -0.97 2.07 3.20
C -1.29 3.45 3.25
O -2.53 3.92 2.96
C -3.56 2.96 2.62
C -0.30 4.42 3.59
C 1.00 4.03 3.90
H -2.52 -7.62 2.16
H -1.76 -7.25 0.57
H -0.75 -7.85 1.93
H -1.03 -3.45 2.93
H 2.39 -5.28 -0.28
H 0.45 -6.70 0.42
H 3.87 -3.71 -0.62
H 3.85 -1.94 -0.92
H 4.79 -2.60 0.43
H 2.99 -0.59 1.38
H -0.52 -1.08 3.31
H 3.23 0.00 3.62
H 3.66 3.72 4.30
H 4.20 2.27 5.19
H 4.55 2.42 3.45
H -1.69 1.31 2.91
H -4.46 3.56 2.47
H -3.31 2.42 1.70
H -3.72 2.25 3.44
H -0.60 5.46 3.60
H 1.76 4.75 4.17
F -4.10 -1.56 -1.70
C -3.50 -0.83 -0.72
F -3.21 0.41 -1.23
F -4.41 -0.67 0.30
C -2.25 -1.48 -0.18
N -1.79 -0.74 1.01
H -2.52 -2.53 0.03
H -1.50 -1.41 -0.97
H -2.48 -0.92 1.74
H -0.92 -1.16 1.31
```

Properties
Orbital gap in eV: 6.0125
Strongest force on any atom in eV/Å: 2.2
Energy above the lowest of the compared OMol25 structures with the same formula, charge and spin in kcal per mole: 0.0
Spin multiplicity: 1
HOMO in hartree: -0.39161
E_LUMO in eV: -4.64
Net charge: +1

# 9
Formula: C2H3IN2
Source: the Open Molecules 2025 dataset
Level of theory: ωB97M-V/def2-TZVPD

```
8
Properties=species:S:1:pos:R:3
N 0.03 -2.24 0.31
C -0.10 -1.02 0.28
C 0.36 0.24 -0.12
N 1.39 0.96 0.51
I 3.28 0.26 -0.11
H 0.48 -2.85 -0.44
H -0.14 0.92 -0.83
H 1.49 1.96 0.19
```

Properties
Orbital gap in eV: 7.6291
Strongest force on any atom in eV/Å: 4.0
Energy above the lowest of the compared OMol25 structures with the same formula, charge and spin in kcal per mole: 39.3
Spin multiplicity: 1
SMILES string: N=C=CNI
HOMO in hartree: -0.30039
E_LUMO in eV: -0.54
Net charge: 0

# 10
Formula: C2H4N2O4
Source: the Open Molecules 2025 dataset
Level of theory: ωB97M-V/def2-TZVPD

```
12
Properties=species:S:1:pos:R:3
O -1.51 -0.97 0.28
C -0.31 -0.62 0.35
N 0.62 -1.33 1.11
O 0.32 -2.51 1.88
C 0.20 0.60 -0.33
O 1.31 1.05 -0.11
N -0.60 1.28 -1.25
O -0.16 2.45 -1.95
H 1.55 -0.89 1.15
H -0.64 -2.55 2.02
H -1.54 0.94 -1.41
H 0.77 2.56 -1.74
```

Properties
Orbital gap in eV: 10.0881
Strongest force on any atom in eV/Å: 4.3
Energy above the lowest of the compared OMol25 structures with the same formula, charge and spin in kcal per mole: 61.0
Spin multiplicity: 1
SMILES string: O=C(NO)C(=O)NO
HOMO in hartree: -0.36507
E_LUMO in eV: 0.15
Net charge: 0

# 11
Formula: C5H9NO2S
Source: the Open Molecules 2025 dataset
Level of theory: ωB97M-V/def2-TZVPD

```
18
Properties=species:S:1:pos:R:3
C 0.75 -0.72 -1.37
N 0.92 0.15 -0.28
C 1.93 0.89 -0.24
O 3.03 0.93 -0.78
O 1.04 2.21 0.54
S -0.07 1.76 1.56
C -0.26 0.26 0.53
C -1.62 0.59 -0.20
C -0.43 -1.07 1.41
H 0.01 -1.54 -1.26
H 0.32 -0.15 -2.13
H 1.64 -1.21 -1.62
H -1.92 -0.04 -0.99
H -1.67 1.56 -0.56
H -2.34 0.50 0.61
H 0.52 -1.30 1.93
H -0.69 -1.69 0.60
H -1.16 -1.13 2.25
```

Properties
Orbital gap in eV: 8.4009
Strongest force on any atom in eV/Å: 5.3
Energy above the lowest of the compared OMol25 structures with the same formula, charge and spin in kcal per mole: 81.2
Spin multiplicity: 1
SMILES string: CN1C(=O)OSC1(C)C
HOMO in hartree: -0.28600
E_LUMO in eV: 0.62
Net charge: 0